1.
A cluster of 14 separate species, C44H122N6O20 in total. Source: the OMol25 dataset; level of theory: ωB97M-V/def2-TZVPD.

## Properties
frontier orbital gap	0.318	Ha
ΔE to the lowest compared entry with this formula, charge and spin	297.3	kcal/mol
HOMO level	-8.49	eV

```
192
Properties=species:S:1:pos:R:3:lowdin_charge:R:1
C -5.591 9.582 -29.454 -0.111
O -6.665 8.829 -30.003 -0.204
C -6.489 7.437 -30.231 -0.181
C -6.276 6.682 -28.816 -0.196
N -6.233 5.299 -29.138 -0.077
C -5.839 4.593 -27.976 -0.275
C -5.689 3.129 -28.183 -0.212
O -6.904 2.415 -28.468 -0.210
C -8.155 2.740 -27.761 -0.063
H -4.684 9.035 -29.713 0.090
H -5.673 9.680 -28.372 0.076
H -5.569 10.654 -29.646 0.081
H -5.795 7.065 -30.984 0.114
H -7.419 7.164 -30.730 0.107
H -7.163 6.800 -28.194 0.122
H -5.387 7.085 -28.330 0.113
H -7.143 4.996 -29.455 0.115
H -6.410 4.757 -27.062 0.112
H -4.902 5.099 -27.745 0.123
H -5.304 2.618 -27.301 0.114
H -4.892 2.872 -28.881 0.123
H -8.715 1.806 -27.794 0.082
H -8.731 3.429 -28.379 0.075
H -7.933 3.025 -26.732 0.084
C -19.646 -6.323 -40.257 -0.141
O -18.796 -5.258 -40.501 -0.200
C -18.778 -4.300 -39.430 -0.180
C -18.008 -4.846 -38.180 -0.156
N -18.801 -5.405 -37.029 -0.074
C -19.751 -4.455 -36.482 -0.229
C -19.116 -3.980 -35.184 -0.183
O -20.081 -3.197 -34.379 -0.234
C -19.646 -2.483 -33.192 -0.094
H -20.594 -6.032 -39.806 0.091
H -19.163 -6.988 -39.541 0.073
H -19.676 -6.973 -41.131 0.092
H -19.814 -4.099 -39.160 0.104
H -18.185 -3.482 -39.838 0.122
H -17.411 -4.040 -37.752 0.104
H -17.293 -5.605 -38.498 0.117
H -19.231 -6.314 -36.936 0.107
H -20.786 -4.778 -36.362 0.123
H -19.910 -3.629 -37.174 0.102
H -18.196 -3.414 -35.326 0.112
H -18.843 -4.769 -34.484 0.116
H -18.574 -2.606 -33.041 0.072
H -20.076 -3.050 -32.366 0.078
H -19.901 -1.423 -33.221 0.079
C -27.173 -5.599 -30.612 -0.085
O -26.192 -6.554 -31.072 -0.203
C -24.810 -6.306 -30.734 -0.198
C -23.730 -6.868 -31.660 -0.213
N -24.196 -8.122 -32.125 -0.085
C -24.149 -9.261 -31.232 -0.213
C -24.511 -10.573 -31.930 -0.204
O -24.714 -11.609 -30.955 -0.201
C -24.605 -13.003 -31.326 -0.104
H -27.475 -4.850 -31.345 0.086
H -27.055 -5.184 -29.611 0.084
H -28.044 -6.222 -30.410 0.082
H -24.679 -6.745 -29.745 0.118
H -24.574 -5.244 -30.671 0.117
H -22.741 -7.078 -31.255 0.124
H -23.612 -6.320 -32.595 0.116
H -25.177 -7.929 -31.979 0.076
H -24.782 -9.160 -30.351 0.118
H -23.135 -9.405 -30.860 0.120
H -23.671 -10.939 -32.519 0.112
H -25.299 -10.496 -32.679 0.118
H -23.636 -13.453 -31.544 0.079
H -25.411 -13.261 -32.012 0.083
H -24.807 -13.683 -30.498 0.074
C -10.692 6.839 -20.886 -0.097
O -12.098 7.145 -20.944 -0.211
C -12.438 8.546 -20.761 -0.194
C -13.967 8.898 -20.621 -0.174
N -14.714 8.774 -21.892 -0.086
C -16.149 8.943 -21.898 -0.223
C -16.900 8.866 -23.242 -0.202
O -16.882 7.550 -23.839 -0.196
C -15.968 7.434 -24.938 -0.097
H -10.219 7.365 -20.057 0.076
H -10.252 7.307 -21.766 0.085
H -10.447 5.785 -20.753 0.085
H -12.133 9.138 -21.624 0.113
H -11.876 9.014 -19.953 0.110
H -13.978 9.913 -20.224 0.113
H -14.426 8.228 -19.894 0.109
H -14.413 8.006 -22.475 0.095
H -16.119 10.012 -21.689 0.114
H -16.683 8.410 -21.112 0.113
H -16.530 9.706 -23.830 0.117
H -17.938 9.157 -23.077 0.116
H -15.834 6.360 -25.064 0.085
H -15.071 8.000 -24.687 0.074
H -16.356 7.952 -25.815 0.082
C -16.005 -0.047 -28.396 -0.115
O -17.014 -0.793 -27.718 -0.219
C -17.472 -0.369 -26.371 -0.165
C -18.502 -1.231 -25.692 -0.251
N -18.079 -2.623 -25.601 -0.050
C -19.228 -3.494 -25.189 -0.155
C -20.168 -3.937 -26.427 -0.217
O -19.451 -4.367 -27.565 -0.203
C -19.247 -5.796 -27.581 -0.085
H -15.877 -0.220 -29.465 0.079
H -15.043 -0.249 -27.926 0.082
H -16.254 1.014 -28.405 0.076
H -17.803 0.660 -26.514 0.123
H -16.629 -0.584 -25.715 0.117
H -19.434 -1.164 -26.254 0.109
H -18.717 -0.871 -24.686 0.123
H -17.877 -2.754 -26.582 0.084
H -19.834 -3.063 -24.392 0.110
H -18.862 -4.468 -24.866 0.092
H -20.619 -3.021 -26.810 0.103
H -20.928 -4.625 -26.058 0.113
H -19.023 -5.963 -28.635 0.088
H -20.157 -6.386 -27.473 0.079
H -18.508 -6.072 -26.828 0.088
C -25.494 -2.547 -24.481 -0.065
O -24.908 -3.354 -23.369 -0.192
C -24.741 -2.598 -22.162 -0.241
C -24.962 -3.517 -20.935 -0.205
N -26.339 -3.996 -20.865 -0.042
C -26.350 -5.353 -20.478 -0.241
C -27.653 -6.051 -20.948 -0.298
O -27.949 -6.054 -22.235 -0.146
C -27.372 -7.059 -23.035 -0.099
H -25.217 -2.931 -25.463 0.080
H -25.066 -1.546 -24.432 0.071
H -26.543 -2.272 -24.369 0.080
H -25.536 -1.860 -22.062 0.112
H -23.804 -2.069 -21.988 0.117
H -24.801 -2.848 -20.089 0.115
H -24.114 -4.180 -21.107 0.117
H -26.856 -3.980 -21.733 0.104
H -26.304 -5.333 -19.389 0.117
H -25.552 -6.057 -20.712 0.112
H -28.523 -5.511 -20.576 0.128
H -27.727 -6.999 -20.414 0.122
H -27.871 -7.170 -23.998 0.087
H -27.375 -8.070 -22.627 0.084
H -26.311 -7.006 -23.279 0.084
C -11.328 5.366 -31.120 -0.206
O -10.465 4.710 -31.954 -0.112
H -11.954 4.702 -30.522 0.084
H -10.838 6.158 -30.553 0.075
H -12.023 5.871 -31.791 0.075
H -9.986 5.345 -32.491 0.082
C -13.772 -3.880 -29.988 -0.236
O -12.987 -4.487 -30.886 -0.088
H -13.222 -3.075 -29.500 0.078
H -14.651 -3.365 -30.376 0.077
H -14.147 -4.545 -29.210 0.079
H -12.074 -4.476 -30.592 0.090
C -14.151 3.947 -22.864 -0.171
O -12.885 3.582 -22.401 -0.120
H -14.112 4.324 -23.886 0.066
H -14.792 3.066 -22.838 0.080
H -14.509 4.768 -22.243 0.077
H -12.444 4.283 -21.916 0.059
C -12.947 -3.104 -23.300 -0.136
O -13.776 -3.971 -24.150 -0.136
H -13.276 -2.092 -23.534 0.062
H -13.111 -3.131 -22.222 0.070
H -11.902 -3.070 -23.606 0.076
H -14.696 -3.705 -24.072 0.059
C -10.638 -0.019 -33.352 -0.185
O -10.656 -1.406 -33.589 -0.109
H -9.747 0.214 -32.769 0.077
H -10.739 0.536 -34.285 0.074
H -11.423 0.436 -32.748 0.072
H -11.467 -1.708 -33.173 0.069
C -17.995 -0.602 -19.447 -0.165
O -19.291 -0.219 -19.836 -0.142
H -17.526 0.335 -19.749 0.079
H -18.017 -0.772 -18.371 0.075
H -17.562 -1.474 -19.936 0.080
H -19.478 0.619 -19.405 0.073
C -16.381 0.775 -35.575 -0.193
O -16.377 2.165 -35.554 -0.108
H -16.727 0.499 -34.579 0.075
H -17.114 0.262 -36.197 0.070
H -15.380 0.411 -35.807 0.081
H -15.696 2.430 -36.177 0.074
C -15.914 -12.189 -26.390 -0.161
O -16.225 -13.330 -25.598 -0.132
H -14.824 -12.183 -26.382 0.069
H -16.212 -12.136 -27.437 0.076
H -16.267 -11.352 -25.787 0.077
H -16.420 -14.113 -26.118 0.070
```


2.
A cluster of 15 separate species, C44H123N5O15 in total. Source: the OMol25 dataset; level of theory: ωB97M-V/def2-TZVPD.

## Properties
frontier orbital gap	0.333	Ha
ΔE to the lowest compared entry with this formula, charge and spin	0.0	kcal/mol
HOMO level	-8.83	eV

```
187
Properties=species:S:1:pos:R:3:lowdin_charge:R:1
C 0.660 5.336 -1.339 -0.068
C -0.506 6.157 -1.903 -0.426
C -1.898 5.451 -1.774 -0.168
O -2.092 4.524 -2.834 -0.189
C -3.433 4.225 -3.119 -0.113
N -0.473 7.405 -1.258 0.026
H 0.406 5.091 -0.308 0.051
H 1.643 5.807 -1.308 0.078
H 0.773 4.452 -1.967 0.076
H -0.273 6.357 -2.948 0.138
H -2.668 6.202 -1.950 0.109
H -2.242 5.135 -0.790 0.094
H -3.293 3.708 -4.068 0.094
H -4.120 5.063 -3.231 0.088
H -3.879 3.594 -2.350 0.069
H 0.438 7.837 -1.196 0.077
H -0.647 7.157 -0.295 0.018
C -0.287 -3.156 5.143 -0.061
C 0.687 -2.088 4.779 -0.438
C 0.124 -0.721 5.133 -0.177
O 0.988 0.155 4.427 -0.244
C 0.901 1.503 4.888 -0.053
N 1.960 -2.424 5.467 0.064
H -0.404 -3.224 6.225 0.089
H -0.022 -4.100 4.666 0.067
H -1.257 -2.853 4.749 0.061
H 0.907 -2.076 3.711 0.112
H 0.081 -0.601 6.215 0.136
H -0.926 -0.655 4.847 0.124
H 1.411 1.640 5.841 0.096
H -0.169 1.652 5.034 0.086
H 1.280 2.167 4.112 0.074
H 2.581 -1.629 5.417 0.065
H 2.352 -3.149 4.884 0.054
C 5.917 0.591 -0.457 -0.035
C 4.786 0.522 -1.491 -0.439
C 5.065 -0.428 -2.646 -0.192
O 6.276 -0.193 -3.359 -0.177
C 6.444 1.041 -4.034 -0.101
N 3.550 0.216 -0.804 0.082
H 6.875 0.960 -0.822 0.081
H 6.159 -0.423 -0.136 0.066
H 5.545 1.045 0.461 0.067
H 4.729 1.521 -1.925 0.109
H 4.202 -0.443 -3.312 0.113
H 5.031 -1.476 -2.349 0.115
H 7.465 1.121 -4.408 0.090
H 6.318 1.868 -3.335 0.073
H 5.716 1.176 -4.833 0.087
H 2.795 0.294 -1.470 0.046
H 3.626 -0.776 -0.630 0.077
C -1.874 5.686 3.602 -0.047
C -1.947 6.078 2.114 -0.414
C -3.245 6.771 1.669 -0.201
O -4.385 6.014 1.997 -0.181
C -4.780 5.086 0.954 -0.075
N -0.810 6.957 1.857 0.039
H -1.911 6.566 4.244 0.085
H -1.074 5.013 3.909 0.068
H -2.715 5.073 3.926 0.068
H -1.926 5.196 1.475 0.088
H -3.336 7.005 0.608 0.120
H -3.268 7.691 2.253 0.128
H -5.637 4.495 1.278 0.085
H -3.928 4.466 0.677 0.060
H -5.134 5.623 0.074 0.086
H -0.053 6.700 2.474 0.068
H -1.012 7.910 2.125 0.083
C 0.466 -2.235 0.326 -0.034
C -0.575 -1.146 0.155 -0.384
C -0.095 0.264 0.629 -0.087
O -1.266 1.178 0.552 -0.215
C -0.993 2.529 0.968 -0.072
N -0.927 -1.185 -1.254 0.060
H 1.343 -1.937 -0.249 0.070
H 0.140 -3.163 -0.145 0.072
H 0.840 -2.350 1.343 0.060
H -1.477 -1.489 0.661 0.130
H 0.649 0.695 -0.041 0.108
H 0.418 0.190 1.587 0.108
H -0.465 2.584 1.920 0.090
H -1.914 3.073 1.177 0.051
H -0.489 3.042 0.150 0.069
H -1.752 -0.611 -1.354 0.050
H -1.373 -2.082 -1.380 0.039
O 2.742 -0.455 2.614 -0.043
H 1.961 -0.325 3.152 -0.015
H 2.911 0.404 2.226 0.006
O -3.387 -2.722 3.216 -0.056
H -3.932 -3.039 2.495 0.029
H -3.176 -1.819 2.978 -0.007
C 2.916 -3.890 -2.670 -0.043
C 2.829 -5.059 -3.664 -0.479
C 2.073 -6.248 -3.057 -0.046
O 2.149 -4.720 -4.873 -0.051
H 3.467 -3.074 -3.138 0.060
H 3.303 -4.138 -1.682 0.061
H 1.918 -3.461 -2.580 0.074
H 3.858 -5.290 -3.940 0.129
H 1.978 -7.012 -3.829 0.077
H 1.070 -5.936 -2.765 0.066
H 2.541 -6.712 -2.188 0.078
H 2.664 -4.058 -5.338 0.083
C 4.975 -3.435 0.920 -0.070
C 4.353 -3.882 2.168 -0.495
C 5.351 -3.565 3.312 -0.050
O 3.171 -3.170 2.422 -0.072
H 4.432 -3.697 0.012 0.058
H 5.931 -3.957 0.951 0.090
H 5.110 -2.355 0.857 0.073
H 4.183 -4.953 2.055 0.139
H 5.063 -3.798 4.337 0.072
H 5.687 -2.531 3.239 0.083
H 6.239 -4.191 3.231 0.069
H 3.249 -2.217 2.508 0.028
C -0.735 -4.975 2.085 -0.063
C -0.482 -5.942 0.895 -0.514
C 0.592 -6.923 1.347 -0.047
O -1.665 -6.614 0.714 -0.034
H 0.218 -4.493 2.300 0.062
H -1.020 -5.482 3.006 0.089
H -1.452 -4.201 1.810 0.069
H -0.128 -5.404 0.016 0.116
H 0.358 -7.397 2.301 0.086
H 1.458 -6.305 1.583 0.070
H 0.796 -7.600 0.518 0.078
H -2.339 -6.003 1.020 0.080
C -4.548 0.500 -2.033 -0.009
C -5.064 -0.584 -3.059 -0.455
C -4.262 -0.621 -4.356 -0.058
O -4.839 -1.859 -2.575 -0.058
H -3.618 0.240 -1.528 0.060
H -5.326 0.621 -1.279 0.067
H -4.309 1.393 -2.611 0.054
H -6.089 -0.309 -3.308 0.139
H -4.136 0.371 -4.789 0.074
H -4.694 -1.267 -5.120 0.083
H -3.233 -0.944 -4.204 0.063
H -5.679 -2.308 -2.455 0.110
C -5.788 -0.298 2.756 -0.039
C -4.723 0.617 2.043 -0.439
C -4.495 1.933 2.888 -0.044
O -3.504 -0.072 1.891 -0.061
H -6.777 0.153 2.835 0.073
H -5.564 -0.444 3.813 0.078
H -5.870 -1.226 2.191 0.071
H -5.111 1.003 1.101 0.108
H -4.190 1.558 3.865 0.078
H -5.386 2.551 3.003 0.073
H -3.761 2.657 2.535 0.045
H -2.830 0.551 1.610 0.052
C 2.585 4.297 2.177 -0.051
C 2.710 3.470 0.936 -0.447
C 3.953 3.777 0.071 -0.028
O 2.856 2.125 1.449 -0.112
H 1.671 4.130 2.747 0.059
H 2.315 5.315 1.895 0.068
H 3.512 4.350 2.748 0.097
H 1.804 3.423 0.332 0.099
H 4.866 3.393 0.526 0.079
H 4.073 4.851 -0.070 0.078
H 3.881 3.231 -0.870 0.064
H 3.089 1.576 0.696 0.019
C -3.672 -5.233 -2.712 -0.039
C -2.418 -4.400 -2.723 -0.497
C -2.183 -3.743 -4.109 -0.034
O -2.514 -3.396 -1.789 -0.066
H -3.725 -5.881 -1.837 0.078
H -3.557 -5.912 -3.556 0.086
H -4.548 -4.584 -2.719 0.075
H -1.555 -5.050 -2.579 0.134
H -2.082 -4.588 -4.790 0.079
H -1.391 -2.996 -4.056 0.071
H -3.036 -3.244 -4.571 0.059
H -3.300 -2.901 -2.032 0.055
C 0.782 -0.354 -5.076 -0.030
C 0.798 0.538 -3.805 -0.456
C -0.495 1.201 -3.299 -0.029
O 1.371 -0.145 -2.718 -0.117
H 0.124 -1.178 -4.800 0.054
H 1.723 -0.831 -5.352 0.071
H 0.223 -0.003 -5.944 0.074
H 1.614 1.243 -3.969 0.125
H -1.249 0.426 -3.161 0.055
H -0.728 1.975 -4.030 0.078
H -0.317 1.772 -2.388 0.072
H 0.792 -0.465 -2.022 0.027
```